Record 1
A 12-piece molecular cluster, C37H94N2O21 overall at a distorted geometry, computed with ωB97M-V/def2-TZVPD.

Its gap between HOMO and LUMO is 3.15 eV.

ORCA input file:
```
! wB97M-V def2-TZVPD RIJCOSX def2/J DEFGRID3
* xyz -2 1
H -12.494 18.622 -15.799
H -0.466 19.061 -12.367
H -3.311 15.782 -15.538
H 3.869 19.921 -18.073
H -4.458 18.511 -17.876
C -3.891 18.714 -10.710
H -12.737 19.434 -17.939
H -5.925 25.326 -12.106
C -4.349 16.020 -15.308
H -8.197 22.254 -12.488
H -0.979 12.932 -13.520
H -3.564 17.011 -17.950
O -11.821 19.513 -17.664
C 1.891 20.074 -18.985
H -10.632 21.151 -12.137
H -10.036 12.203 -19.640
O -4.464 19.238 -14.796
C -11.302 17.252 -17.000
H 0.653 13.929 -15.574
O -0.964 15.941 -13.531
H -7.400 21.010 -11.324
H -0.900 12.679 -16.842
H -6.627 22.691 -13.081
C -4.937 17.213 -16.123
C -7.235 22.661 -12.177
C 2.348 19.270 -20.248
O -3.360 23.443 -17.889
H -1.088 18.526 -20.719
H -1.803 17.975 -14.664
O -9.807 20.799 -11.796
H -7.077 15.700 -15.220
H -7.909 24.217 -10.823
C -5.253 11.511 -17.252
H -8.342 19.596 -13.849
O -4.805 20.918 -17.092
C -9.648 13.216 -19.750
H -6.504 17.420 -17.670
H -5.595 18.738 -9.396
H -1.106 17.808 -18.350
H 3.241 21.632 -18.105
N 0.844 19.258 -18.265
H -6.907 20.095 -13.137
C 0.059 13.175 -15.057
C -4.511 18.828 -9.338
H -0.779 17.552 -16.734
H 0.782 21.998 -18.840
C -7.277 19.670 -14.070
H 1.691 18.164 -15.998
C -7.292 24.152 -11.719
H -1.714 17.933 -12.303
H -5.891 10.708 -17.621
H 0.640 17.028 -14.006
H -3.107 18.214 -16.861
O -2.981 18.105 -21.146
H -10.536 17.170 -17.771
C -1.937 19.068 -21.135
H 0.615 12.243 -14.955
H -7.040 20.331 -14.904
H 1.830 19.546 -21.167
O -0.244 13.521 -13.708
H -7.976 12.388 -19.344
C -5.796 12.863 -17.790
C -0.446 17.216 -17.716
O -12.550 16.759 -17.466
O -2.206 12.117 -15.222
H -12.503 16.584 -18.409
C 2.695 17.802 -19.886
C -4.001 17.736 -17.262
H -10.581 21.167 -9.849
H 1.922 16.460 -16.434
H -5.058 13.664 -17.826
O -4.157 20.187 -8.947
H -1.669 19.267 -22.172
H -4.277 19.361 -12.528
C -5.451 22.131 -17.480
H -8.220 15.906 -16.653
H -3.060 12.487 -15.457
H -2.826 18.895 -10.570
N -5.489 18.390 -15.342
H -0.631 16.150 -17.851
H -6.721 13.604 -16.206
H -11.068 14.235 -18.617
H 2.710 20.409 -16.950
C 1.506 17.184 -19.243
O -9.558 13.587 -17.422
C 3.002 20.575 -17.987
H -5.380 20.194 -17.350
O -1.493 18.707 -14.126
H -4.181 18.066 -8.632
H -1.321 19.710 -18.730
H -8.220 18.080 -16.062
H -3.287 20.172 -8.541
C -11.721 18.615 -16.567
O -7.017 13.297 -17.067
H -7.784 24.798 -12.446
H -5.793 15.861 -17.587
C -9.983 14.139 -18.580
C -7.812 17.453 -15.270
H -6.337 21.831 -18.040
H 1.999 21.800 -20.207
O -8.162 13.135 -19.917
H -4.604 10.960 -15.367
H -10.985 16.726 -16.099
H -10.570 19.600 -10.344
C -1.263 12.993 -15.863
H -5.452 17.716 -12.795
H -7.289 17.476 -12.606
C -6.161 16.671 -16.957
H -4.251 11.253 -17.596
H -5.647 22.774 -16.621
C -6.405 17.434 -13.242
H -3.357 20.704 -20.433
H -5.878 12.585 -18.841
H -4.701 22.652 -19.387
H -4.065 17.727 -11.138
H -10.121 13.543 -20.676
C -0.878 18.228 -12.937
H -9.580 15.138 -18.742
C -7.344 16.266 -16.113
H -4.893 15.096 -15.504
H 0.682 17.075 -19.949
H -5.002 24.065 -18.495
H -8.651 17.177 -14.631
H 0.509 16.604 -12.299
H -1.745 13.931 -16.139
C 1.202 21.354 -19.612
H 0.512 21.080 -20.410
C -2.364 20.314 -20.208
C -4.617 23.052 -18.377
H 3.302 19.735 -20.496
H -8.972 20.371 -9.925
H 3.034 17.583 -17.087
C 1.987 17.485 -16.798
O -5.977 24.620 -11.457
H -4.253 16.174 -14.233
H 1.844 16.189 -18.956
C -0.054 16.938 -13.171
C -6.651 18.232 -14.406
H 2.891 17.256 -20.809
C 1.054 17.811 -17.931
H -1.593 21.073 -20.336
O 0.014 20.059 -17.341
O -5.132 11.627 -15.813
H -8.607 13.676 -17.320
H -10.853 19.044 -16.067
O -2.264 19.831 -18.865
C -9.940 20.487 -10.411
H 3.614 17.714 -19.307
H -6.260 16.391 -13.524
H -3.137 17.729 -20.277
O -4.328 19.765 -11.659
O -6.895 21.808 -11.150
H -3.004 24.116 -18.474
H -0.639 15.039 -13.511
*
```

Record 2
C12H32CrF14NO16P2S6 as an isolated structure at a distorted geometry, computed with ωB97M-V/def2-TZVPD.

Its gap between HOMO and LUMO (spin up / spin down) is 7.71 / 9.39 eV. The calculation puts the energy above the lowest of the compared OMol25 structures with the same formula, charge and spin at 196.65 kJ/mol.

ORCA input file:
```
! wB97M-V def2-TZVPD RIJCOSX def2/J DEFGRID3
* xyz 0 4
H 0.292 5.814 -0.453
H 2.509 4.796 4.444
C -0.095 -3.842 -4.096
H -0.401 2.082 4.327
S -1.425 -2.485 -2.335
H 2.692 -6.276 -0.661
H -0.122 -4.781 -3.533
C 3.038 -1.409 -2.202
O 3.341 -1.535 0.502
H -0.952 -3.652 -4.736
H 2.340 4.866 2.772
H 2.599 2.465 4.476
H 3.125 -0.358 -2.463
P 0.108 1.230 -3.845
N -2.501 0.440 0.254
C 2.918 4.343 3.538
S 2.348 -1.594 -0.517
H -1.464 5.942 1.458
O -4.327 0.296 2.127
H 3.556 2.394 2.909
C 0.471 4.744 -0.493
H -0.928 0.360 4.055
F -1.548 -3.542 3.689
O 1.543 2.557 2.708
Cr -0.677 0.184 -0.241
H -2.707 5.814 3.569
S -3.838 -0.054 -0.722
F -1.504 1.511 -3.920
C -0.095 1.050 4.173
F -2.100 -1.359 3.276
F 0.258 1.628 -5.420
F -0.799 -1.411 1.295
H 3.956 4.664 3.474
F -0.111 0.740 -2.294
H -2.549 4.094 3.699
O -2.056 4.340 -0.961
F 1.676 0.879 -3.752
F -3.001 0.115 -2.057
H 1.521 -5.548 -1.609
H -0.757 -4.060 -0.605
O -1.189 3.894 1.355
C 2.487 -5.324 -1.162
O -1.125 -1.420 -1.387
H 3.622 -4.082 0.064
H -2.971 5.043 1.307
H 1.272 4.358 0.139
O 1.791 -3.135 -0.665
O -0.614 2.315 -0.410
O -0.011 -2.843 -3.052
O -3.684 2.593 1.220
S -1.006 3.710 -0.225
H -1.645 -4.873 -1.912
F -0.133 -0.334 -4.272
H 2.322 -1.930 -2.836
H 2.068 -4.143 -4.211
F -2.194 1.254 2.373
F -0.308 -3.606 1.697
O -4.855 0.936 -0.943
H 0.502 0.739 5.030
O 1.198 -0.714 -0.364
H 3.310 -5.105 -1.839
C 2.552 -4.213 -0.091
C 1.223 -3.879 -4.840
C -1.621 -4.000 -1.261
O -2.462 -2.336 -3.301
F -2.477 -3.015 1.690
S 1.043 0.997 2.760
O 2.151 0.133 3.063
C 2.741 2.852 3.467
S -3.471 1.179 1.375
H 0.879 4.556 -1.490
C -2.077 4.974 3.265
H 2.107 -4.541 0.847
P -1.207 -2.484 2.487
H -1.115 5.136 3.754
H 1.357 -2.860 -5.225
H -2.557 -3.971 -0.709
C -1.979 5.023 1.753
O -4.120 -1.464 -0.700
F 0.059 -2.007 3.362
H 3.971 -1.965 -2.256
H 1.189 -4.439 -5.772
O 0.326 0.784 1.501
F 0.312 2.765 -3.414
*
```

Record 3
C27H62ClO10P3SSi2 as an isolated structure at a distorted geometry, computed with ωB97M-V/def2-TZVPD.

Its gap between HOMO and LUMO is 8.04 eV.

ORCA input file:
```
! wB97M-V def2-TZVPD RIJCOSX def2/J DEFGRID3
* xyz 0 1
C -4.885 -2.262 0.324
H 7.113 -1.863 -0.107
H -6.889 -1.473 0.413
O 0.065 2.025 -8.863
O 1.617 2.812 2.686
H 3.605 2.571 3.385
H 2.752 3.787 -0.110
C -1.717 3.961 7.205
C 3.888 -0.125 5.194
H 5.714 0.527 -1.218
H 6.111 -2.591 1.117
C 4.294 -0.955 0.290
H 3.072 0.576 5.086
H 0.165 1.956 5.474
C -3.120 -0.162 -0.587
H -7.273 -1.817 -7.374
C -2.946 -1.603 -1.013
C -0.821 2.416 5.534
H 2.522 3.529 4.350
H 0.332 -1.032 -6.048
H -4.898 -0.831 -4.909
H 4.095 4.967 3.430
S 2.207 1.740 -1.876
P 4.076 -2.240 3.343
H 3.358 -4.297 2.234
H -1.306 -0.203 -7.769
C 6.641 -1.684 0.854
H -0.942 -1.803 1.447
C 3.406 -1.560 4.926
H 0.025 -1.432 2.845
C 6.320 0.494 -0.320
H 3.763 -2.205 5.722
P 1.376 -2.299 0.954
Si 1.865 1.577 1.620
O -3.858 -2.515 -0.646
O 1.075 1.441 -7.003
H 3.852 4.466 1.784
H -5.302 -0.373 -3.266
H 6.316 1.508 0.080
C -5.393 -1.168 -4.002
C -1.286 0.801 -7.347
C -6.864 -1.481 -4.173
P 2.946 2.397 -0.172
C 1.168 -0.527 -5.561
H -3.659 -0.041 0.350
H 2.321 -1.609 4.973
C 5.709 -0.468 0.728
H -3.229 2.629 6.331
H -0.381 -3.124 2.439
H 2.579 5.349 2.674
H 1.896 1.446 -5.163
H -2.139 0.289 -0.455
H 4.336 2.217 -0.039
C -6.542 -1.841 -6.568
H 4.284 -0.046 6.199
H -4.909 -3.113 -5.920
H 7.440 -1.464 1.555
C -0.014 1.488 -7.792
C -1.215 2.946 4.172
C -6.088 -1.604 -0.314
H -1.407 0.739 -6.268
H 2.329 -3.930 3.584
H -2.129 1.365 -7.740
O -0.683 3.463 6.499
H 4.701 0.145 4.526
H 1.549 -1.112 -1.211
H -1.505 1.646 5.895
H -0.116 -1.659 -0.931
H -4.489 -1.693 1.167
O -7.628 -1.428 -3.247
H -3.647 0.374 -1.375
O -2.046 -1.949 -1.736
H -5.157 -3.242 0.711
H -3.739 3.582 7.712
C 3.349 4.591 2.735
H -6.460 -2.213 -1.135
H -5.840 -0.627 -0.728
H -4.885 -2.057 -3.625
H 0.152 1.350 -5.136
C 2.804 3.309 3.325
H 3.901 -4.625 3.904
C -5.646 -3.052 -6.722
H 4.424 -1.976 -0.064
H -6.240 -3.965 -6.688
C 0.935 -1.902 -0.794
O -7.319 -1.898 -5.367
H -1.244 2.136 3.443
H 1.201 -0.846 -4.519
O 2.661 0.412 2.441
H 1.134 -2.790 -1.381
H -2.195 3.427 4.192
H -5.115 -3.013 -7.673
H 7.343 0.232 -0.547
H -0.493 3.687 3.837
H -3.515 4.370 6.143
C 1.041 0.979 -5.648
C -3.132 3.600 6.811
C 3.366 -3.942 3.254
H 3.926 -0.404 -0.572
H -5.986 -0.903 -6.622
O -1.492 4.731 8.098
Cl -0.005 1.055 0.966
Si 3.057 -1.089 1.695
C -0.108 -2.154 2.048
H 5.642 0.027 1.695
H 2.080 -0.856 -6.059
*
```

Record 4
A single C3H8NOS molecule at a distorted geometry, computed with ωB97M-V/def2-TZVPD.

Its gap between HOMO and LUMO (spin up / spin down) is 5.54 / 9.49 eV. The calculation puts the energy above the lowest of the compared OMol25 structures with the same formula, charge and spin at 100.99 kJ/mol.

ORCA input file:
```
! wB97M-V def2-TZVPD RIJCOSX def2/J DEFGRID3
* xyz 0 2
C -1.152 1.044 0.079
H 0.878 0.279 1.498
O -1.021 2.058 -0.735
H 1.219 0.239 -1.678
H -0.183 -0.334 -2.294
S 0.414 -2.019 1.756
C -0.279 -0.188 -0.219
C 0.815 -0.530 0.790
H -1.718 0.987 1.011
N 0.211 0.255 -1.561
H -0.955 -1.027 -0.390
H 0.148 -1.405 2.916
H 1.840 -0.612 0.387
H -0.215 1.254 -1.560
*
```

Record 5
C3H2Cl2F24NO8P4S2V3 as an isolated structure at a distorted geometry, computed with ωB97M-V/def2-TZVPD.

Its gap between HOMO and LUMO (spin up / spin down) is 5.80 / 7.08 eV.

ORCA input file:
```
! wB97M-V def2-TZVPD RIJCOSX def2/J DEFGRID3
* xyz -2 11
F 0.796 -0.449 5.238
O 1.198 2.439 0.735
F 2.505 -0.338 3.781
S 1.784 3.139 -0.423
V -0.704 1.366 -1.999
O -2.211 -0.060 -1.570
V -1.406 -1.796 -0.490
P -2.283 0.577 -0.205
P -0.935 -4.158 1.239
O 3.235 3.238 -0.445
F 0.683 -3.592 -2.605
H -3.489 -2.025 2.828
H -4.308 -1.857 4.265
O 2.604 4.308 -2.915
N 1.001 2.542 -1.904
F -0.716 -4.059 2.922
F 1.077 -2.141 3.577
V -0.571 1.124 1.535
F -0.144 4.928 0.301
P 0.592 -1.969 -2.877
C -4.233 -1.376 3.290
F 1.908 5.703 0.535
F 0.673 1.122 3.520
C 2.995 1.707 -3.655
F -1.023 -2.178 -2.622
F 0.990 -0.399 1.972
F -1.126 -4.079 -0.381
F -0.714 -0.643 3.489
C 1.074 4.970 -0.249
O -2.038 -0.371 0.979
P 0.898 -0.487 3.612
O 0.862 3.235 -4.255
F -2.161 -3.118 1.259
O -0.782 0.149 -0.280
Cl -5.719 -1.412 2.292
F 3.661 1.298 -2.553
F 0.711 -1.742 -1.260
S 1.810 3.104 -3.138
F 0.384 -2.094 -4.505
F 3.870 2.183 -4.549
F 2.273 0.727 -4.163
O -1.546 1.925 -0.107
F 2.193 -1.775 -2.943
Cl -3.662 0.283 3.586
F 0.295 -0.368 -2.997
F 0.972 5.626 -1.419
F 0.538 -4.876 1.205
F -0.079 -2.790 1.025
F -1.733 -5.539 1.326
*
```

Record 6
A 4-piece molecular cluster, C14H41BFN5O7S overall at a distorted geometry, computed with ωB97M-V/def2-TZVPD.

Its gap between HOMO and LUMO is 9.43 eV. As for the structure (SMILES): CCON(B(N)O)S(=O)(=O)F.COC[C@@H](C)N.COC[C@@H](C)N.COC[C@@H](C)N.

ORCA input file:
```
! wB97M-V def2-TZVPD RIJCOSX def2/J DEFGRID3
* xyz 0 1
H 2.122 -1.840 2.280
C 2.107 -1.905 4.322
C 0.604 4.314 -5.315
H -0.799 -2.939 5.169
C -4.320 -1.999 -2.391
H 0.506 -0.558 0.116
N 0.000 3.678 -3.041
C 4.250 1.331 1.729
H 2.849 1.559 3.343
N 0.648 1.768 1.795
H -3.393 -4.666 -1.675
C -1.888 -2.179 -1.579
O 0.167 1.221 -4.575
S 0.551 3.203 0.817
H 2.868 2.903 2.214
F -0.880 3.090 0.211
H -0.431 4.122 -5.598
O 1.483 3.137 -0.251
H 0.687 5.380 -5.107
H -1.811 -5.438 -1.521
H 1.269 -3.683 5.261
C 2.937 1.821 2.290
H -0.810 3.127 -3.311
H 0.391 1.376 -6.636
H -3.925 -2.128 -3.401
C 1.308 2.031 -4.372
N -3.751 -1.544 -0.062
H 0.335 3.238 -2.190
O -1.817 -3.476 -1.011
O 0.562 4.324 1.686
H 1.242 4.085 -6.171
H 1.805 1.612 -3.494
C 2.097 -2.987 5.397
H 3.015 -3.570 5.347
C -0.387 1.264 -5.875
H -0.653 -1.526 6.249
H -2.018 -1.664 5.122
H 2.022 -2.555 6.396
H 1.999 1.927 -5.220
H -1.557 -2.206 -2.626
H 1.314 0.026 3.862
H 5.078 1.755 2.283
H 1.021 -2.847 2.889
H -0.906 0.320 -6.041
H -2.330 1.054 1.773
H 1.944 3.940 -3.707
H -3.072 -0.431 -1.677
H -3.082 -1.097 0.561
H -1.336 0.521 2.977
H -2.119 -4.337 -2.878
C 1.012 3.510 -4.084
O -0.264 -1.154 4.239
B -0.374 0.755 1.235
H 4.303 0.249 1.833
H -5.147 -1.291 -2.438
N 1.983 -2.537 3.006
H -4.732 -2.952 -2.060
H 4.318 1.559 0.673
H -1.113 2.074 -5.981
H -3.749 -2.519 0.227
C -3.246 -1.485 -1.437
N -1.556 0.432 1.989
C -0.955 -1.862 5.253
O -0.083 0.192 0.024
H -1.170 -1.578 -1.026
O 1.912 1.189 1.531
C 1.071 -0.796 4.544
H 1.130 -0.397 5.565
H 3.086 -1.418 4.358
C -2.319 -4.521 -1.818
*
```

Record 7
A single C5H8O molecule, computed with ωB97M-V/def2-TZVPD.

Its gap between HOMO and LUMO (spin up / spin down) is 7.53 / 7.53 eV. The calculation puts the energy above the lowest of the compared OMol25 structures with the same formula, charge and spin at 537.72 kJ/mol.

ORCA input file:
```
! wB97M-V def2-TZVPD RIJCOSX def2/J DEFGRID3
* xyz 0 1
C 0.844 -0.401 -0.959
C 0.166 0.461 -0.115
H 2.356 -1.822 -0.517
H 0.921 -2.548 -1.248
C -0.239 1.569 0.428
C 1.252 -1.790 -0.528
H -1.740 3.007 0.157
O 0.711 -2.161 0.713
H -1.732 2.311 1.758
H -2.440 1.391 0.402
H 0.943 -1.469 1.350
H 1.092 -0.110 -1.982
H -0.519 -0.498 -0.158
C -1.615 2.060 0.697
*
```